## A
# C24H43ClP2Y

C24H43ClP2Y as an isolated structure (ωB97M-V/def2-TZVPD, the OMol25 dataset).

XYZ file:
```
71
Properties=species:S:1:pos:R:3
Y 0.15175 0.16860 2.42743
C -1.73707 -0.94714 3.95882
C -1.34337 -2.01784 3.09750
C 0.48702 -1.43542 4.39111
C -0.61065 -0.57999 4.75534
C 0.03613 -2.30412 3.35306
C -3.10871 -0.39099 4.07201
H -3.66367 -0.48013 3.12892
H -3.08614 0.66870 4.35599
H -3.68871 -0.92515 4.84213
C -0.55580 0.55673 5.70762
H -1.44274 1.19352 5.61165
H 0.32938 1.18569 5.54094
H -0.51337 0.19812 6.74543
C 1.87836 -1.34457 4.90625
H 1.97921 -1.85805 5.87432
H 2.19246 -0.30148 5.06033
H 2.59050 -1.81898 4.21705
C 0.84129 -3.35920 2.68432
H 0.80598 -4.30062 3.25353
H 1.89412 -3.06075 2.60452
H 0.46940 -3.57268 1.67472
C -2.23959 -2.77569 2.19176
H -2.59519 -3.70988 2.66502
H -1.73274 -3.06168 1.25680
H -3.12974 -2.19271 1.91840
C -0.78434 2.01164 1.11808
C -1.84408 1.14671 1.19566
C -2.30783 0.23877 0.08561
C -1.20836 -0.49298 -0.71550
C -0.02856 -0.98287 0.08637
C 1.14037 -0.27728 0.23749
C 1.33446 1.15437 -0.24044
C 0.16169 2.16415 -0.06075
H -2.91411 0.79736 -0.64960
H -0.87809 0.14420 -1.55103
H -2.99169 -0.50657 0.52359
H -0.40956 2.20040 -1.00060
H -0.66321 2.78813 1.89581
H -2.59624 1.29559 1.98495
H 0.63263 3.15533 0.04554
H 2.23003 1.55009 0.26332
H 2.05917 -0.79506 0.57773
H 1.57148 1.15402 -1.31748
H -1.68667 -1.37416 -1.17142
H -0.04202 -2.06463 0.28326
P -0.34002 1.23996 -4.20137
C -0.42024 3.08553 -4.21831
C -1.71640 0.93672 -5.39619
P 1.93779 -0.53950 -4.98042
C 1.07888 1.06245 -5.39083
C 1.42879 -1.50841 -6.46911
C 3.61256 -0.06501 -5.59662
H 0.44910 3.47960 -3.67628
H -1.33680 3.39900 -3.70181
H -0.42158 3.46868 -5.24789
H -1.61901 1.57948 -6.28154
H -2.65640 1.16578 -4.87681
H -1.72407 -0.11906 -5.69533
H 3.57080 0.32145 -6.62297
H 4.25156 -0.95624 -5.55758
H 4.02462 0.69858 -4.92537
H 1.79291 1.88733 -5.22888
H 0.72135 1.06829 -6.43635
H 2.02635 -2.42941 -6.47857
H 1.60622 -0.94326 -7.39325
H 0.36842 -1.77535 -6.38358
Cl 1.28445 3.04804 3.92706
C 1.94431 1.70297 3.05960
H 2.45920 2.13075 2.18796
H 2.69401 1.22012 3.69890
```

Results
E_HOMO: -10.74 eV
Gap between HOMO and LUMO: 6.84 eV
Total charge: +1
LUMO energy: -3.906 eV

## B
# C24H43ClP2Y

C24H43ClP2Y as an isolated structure (ωB97M-V/def2-TZVPD, the OMol25 dataset).

XYZ file:
```
71
Properties=species:S:1:pos:R:3
Y -0.69326 1.79958 0.49027
C 0.62090 -0.38536 -0.32889
C 0.78069 0.69976 -1.27593
C 1.70167 1.36072 0.75255
C 1.19573 0.02828 0.91863
C 1.44545 1.78775 -0.59887
C 0.41292 -1.80757 -0.68058
H -0.37940 -1.93082 -1.42465
H 0.09904 -2.40382 0.18896
H 1.32969 -2.25329 -1.10592
C 1.60688 -0.90799 1.98954
H 0.85943 -1.68817 2.19237
H 1.78833 -0.39129 2.94115
H 2.54411 -1.42042 1.70683
C 2.39344 2.09533 1.83648
H 3.13465 1.44001 2.32597
H 1.68261 2.38393 2.62644
H 2.87722 3.00572 1.46007
C 1.72828 3.13554 -1.15585
H 2.80414 3.37331 -1.09751
H 1.17623 3.92061 -0.61134
H 1.39412 3.20071 -2.20515
C 0.60261 0.59634 -2.75073
H 1.41652 1.09537 -3.29964
H -0.31276 1.10065 -3.08019
H 0.53532 -0.44715 -3.09612
C -3.43187 -2.26814 -1.28002
C -2.33964 -2.37919 -2.07944
C -2.14043 -1.48701 -3.28511
C -3.44528 -0.85746 -3.83901
C -3.74975 0.52037 -3.29585
C -2.81562 1.02434 -2.23060
C -2.54212 0.09638 -0.99666
C -3.71751 -0.90407 -0.76953
H -1.62273 -2.04382 -4.08730
H -4.29379 -1.54177 -3.70343
H -1.42361 -0.68370 -3.05174
H -4.59621 -0.48004 -1.36797
H -4.03209 -3.12687 -0.93399
H -1.61416 -3.21080 -1.98427
H -4.00368 -0.89455 0.30973
H -1.59863 -0.42447 -1.10910
H -1.85438 1.34085 -2.70840
H -2.48683 0.65152 -0.02367
H -3.36909 -0.78615 -4.93820
H -3.85211 1.27871 -4.10998
P -5.63368 0.82288 -1.81041
C -7.04205 0.06044 -0.93234
C -6.31665 1.04175 -3.48213
P -3.38121 2.73402 -1.43295
C -5.11649 2.26574 -0.90041
C -3.59330 3.77582 -2.92666
C -3.10980 3.90639 -0.05768
H -7.13328 0.39936 0.10635
H -6.89410 -1.02709 -0.93943
H -7.97454 0.28003 -1.46613
H -7.41398 1.18962 -3.42199
H -6.12425 0.08815 -3.99248
H -5.84457 1.86786 -4.04795
H -4.04736 4.49237 0.02216
H -2.27931 4.58326 -0.29429
H -2.96586 3.36508 0.90149
H -5.14654 2.08740 0.19854
H -5.82973 3.09461 -1.05130
H -2.85235 4.58324 -2.87637
H -4.59112 4.23253 -2.95681
H -3.42193 3.23219 -3.86622
Cl -1.69690 0.10184 2.46298
C -1.21296 1.80852 2.79103
H -2.09569 2.40875 3.09586
H -0.33756 1.82820 3.45724
```

Results
E_HOMO (spin up / spin down): -8.41 / -8.65 eV
Gap between HOMO and LUMO (spin up / spin down): 5.18 / 5.91 eV
Total charge: +1
LUMO energy (spin up / spin down): -3.223 / -2.737 eV

Verdict on stability: B comes out at the bottom.

## A
# C2H3BrSi

One molecule with the formula C2H3BrSi (ωB97M-V/def2-TZVPD, the OMol25 dataset).

XYZ file:
```
7
Properties=species:S:1:pos:R:3
C -0.30109 0.88828 -0.52884
C 0.73581 0.12493 -0.31004
Si -0.79068 -0.62018 0.48496
Br 2.50100 0.45432 -0.58501
H -0.60867 1.91096 -0.84250
H -0.58276 -0.76366 1.99233
H -0.95362 -1.99465 -0.21091
```

Results
E_HOMO: -9.42 eV
Gap between HOMO and LUMO: 9.46 eV
Total charge: 0
LUMO energy: 0.044 eV

## B
# C2H3BrSi

C2H3BrSi as an isolated structure (ωB97M-V/def2-TZVPD, the OMol25 dataset).

XYZ file:
```
7
Properties=species:S:1:pos:R:3
C 1.29733 1.83714 -0.04424
C 0.34950 1.12512 -0.01576
Si -1.30404 -0.74953 0.11698
Br -3.13958 0.41780 -0.00956
H 2.05783 2.59559 0.04217
H -1.36268 -1.55446 1.27268
H -0.89377 -1.48162 -0.98950
```

Results
E_HOMO: -9.95 eV
Gap between HOMO and LUMO: 9.77 eV
Total charge: 0
LUMO energy: -0.172 eV

Verdict on stability: B comes out at the bottom.

## A
# C30H84N4O12

A 12-piece molecular cluster, C30H84N4O12 overall (ωB97M-V/def2-TZVPD, the OMol25 dataset).

XYZ file:
```
130
Properties=species:S:1:pos:R:3
C 0.27358 -0.01680 -0.00590
O -0.95362 0.38844 0.59241
H 0.92028 0.82918 -0.40523
H 0.06338 -0.71199 -0.75748
H 0.86553 -0.55398 0.70353
H -0.82193 1.04561 1.29168
C -4.23117 1.15828 0.57297
O -5.56301 1.35532 0.65655
N -3.57125 1.03487 -0.54138
N -3.38768 1.07528 1.52121
H -4.16028 1.09607 -1.40871
H -2.66196 0.66020 -0.59660
H -3.73880 1.25236 2.46365
H -2.55870 0.52293 1.47631
C -2.29331 4.19173 0.24037
O -1.88668 5.49557 0.21032
N -2.54234 3.58820 1.35592
N -2.36368 3.52058 -0.85920
H -2.44063 4.09350 2.20545
H -3.01284 2.68885 1.38401
H -2.17832 4.00741 -1.74665
H -2.74293 2.61456 -0.80421
C 3.01081 1.06016 -4.11667
C 3.75514 2.16217 -3.35689
C 2.73164 2.97760 -2.59645
O 4.65868 1.81506 -2.55448
H 2.58828 1.43193 -5.04442
H 2.09846 0.73347 -3.58178
H 3.53555 0.13153 -4.22152
H 4.29328 2.81670 -4.04178
H 1.98718 3.43315 -3.25952
H 3.22533 3.83477 -2.11197
H 2.23116 2.38832 -1.82379
H 5.03202 2.63390 -2.29997
C -0.75641 -3.64755 0.83596
C 0.65865 -4.06230 1.23232
C 1.06432 -3.29735 2.48514
O 0.69614 -5.30833 1.48157
H -0.75888 -2.58163 0.68501
H -1.55730 -3.94614 1.49210
H -0.88382 -3.89838 -0.20305
H 1.41447 -3.75793 0.49059
H 2.11207 -3.57078 2.73922
H 0.41692 -3.42879 3.41284
H 1.11057 -2.23682 2.26053
H 1.61062 -5.60415 1.73771
C -0.71987 1.63728 -2.65732
C -1.37890 1.78310 -4.00017
C -0.29941 2.08444 -5.08241
O -2.04139 0.79108 -4.39779
H -1.49464 1.58146 -1.90231
H -0.03114 2.48225 -2.46199
H -0.22499 0.69349 -2.62537
H -2.12576 2.60492 -3.95609
H -0.74455 2.45919 -5.98538
H 0.36902 1.22234 -5.22160
H 0.42483 2.86164 -4.74990
H -2.56030 0.92566 -5.20989
C 3.63652 0.56654 0.56375
C 4.10390 -0.50123 -0.44555
C 3.83634 -1.91819 0.11755
O 3.57865 -0.54944 -1.58696
H 3.27718 1.40998 0.10919
H 4.41478 0.91182 1.26035
H 2.80505 0.15789 1.18650
H 5.16926 -0.40197 -0.61016
H 2.75446 -2.08220 0.37542
H 4.48177 -2.07984 0.97374
H 4.14210 -2.69815 -0.53781
H 3.77954 0.27781 -1.97688
C -4.00627 -1.46881 -3.04089
C -3.82039 -2.69334 -2.08959
C -3.38169 -2.23081 -0.61610
O -4.89147 -3.32083 -1.92578
H -4.91749 -1.04518 -2.71157
H -4.14784 -1.76717 -4.06988
H -3.13599 -0.81646 -2.93499
H -2.98518 -3.30283 -2.46598
H -3.32902 -3.07649 0.07350
H -3.98098 -1.48117 -0.19275
H -2.42893 -1.68860 -0.70726
H -5.34590 -2.91694 -1.19591
C 0.93920 -1.69431 -4.89945
C 0.87085 -1.75422 -3.37401
C -0.55530 -2.33669 -3.07593
O 1.67604 -2.38085 -2.71702
H -0.04381 -1.48371 -5.37205
H 1.35265 -2.63090 -5.31153
H 1.64826 -0.87173 -5.24494
H 0.86446 -0.83473 -2.91893
H -0.68542 -3.26631 -3.49012
H -1.24013 -1.57674 -3.60503
H -0.76972 -2.38976 -1.99760
H 2.31162 -1.79729 -2.37532
C -2.25460 -1.54571 3.16797
C -2.67320 -2.20129 4.42873
C -1.57220 -2.21849 5.48830
O -3.70231 -1.62963 4.91410
H -3.03196 -1.59961 2.40300
H -1.39118 -2.06222 2.79052
H -1.88758 -0.55315 3.33588
H -2.91087 -3.26945 4.23837
H -1.76057 -2.60999 6.43274
H -1.30813 -1.18768 5.63820
H -0.67613 -2.65866 5.17543
H -3.61437 -0.69442 4.74076
C 1.13147 3.51291 0.69964
C 1.00690 2.85340 2.01331
C 1.31380 3.81589 3.13487
O -0.18940 2.41038 2.20940
H 0.92137 4.56512 0.84747
H 0.47994 3.28498 -0.11409
H 2.16267 3.42815 0.38516
H 1.67447 2.02357 2.06065
H 1.35662 3.32042 4.10601
H 0.56334 4.59914 3.14116
H 2.24612 4.38898 2.90503
H -0.82750 3.07734 1.81065
C 3.08008 -1.04278 4.32468
C 2.12433 0.13004 4.52885
C 0.83428 -0.10111 3.76602
O 1.74969 0.29696 5.71396
H 4.05109 -0.65236 4.47715
H 3.04354 -1.31204 3.26802
H 2.85881 -1.97095 4.87466
H 2.67400 1.02819 4.20774
H 0.47601 -1.07179 3.97381
H 1.04541 -0.08361 2.72528
H -0.05311 0.59695 3.95682
H 2.62062 0.32370 6.12024
```

Results
E_HOMO: -9.15 eV
Gap between HOMO and LUMO: 9.35 eV
Total charge: 0
LUMO energy: 0.200 eV

## B
# C30H84N4O12

A 12-piece molecular cluster, C30H84N4O12 overall (ωB97M-V/def2-TZVPD, the OMol25 dataset).

XYZ file:
```
130
Properties=species:S:1:pos:R:3
C 21.92848 -24.10083 14.59674
O 20.60289 -24.10150 14.14501
H 22.33727 -25.06242 14.83155
H 22.08293 -23.61476 15.55834
H 22.55633 -23.68467 13.83453
H 20.16821 -24.91752 14.48074
C 15.91874 -25.82750 16.57625
O 16.17262 -27.00200 17.23839
N 15.74766 -25.68445 15.23028
N 15.97950 -24.61580 17.17504
H 15.52614 -26.53476 14.72720
H 15.52749 -24.79046 14.81842
H 16.08630 -24.76530 18.16860
H 16.12471 -23.63418 16.84367
C 17.32595 -22.16511 15.41479
O 16.14777 -22.02546 16.15755
N 17.80406 -23.41818 15.22269
N 18.02064 -21.13849 15.04847
H 17.23855 -24.25724 15.50290
H 18.60078 -23.68336 14.54547
H 17.79912 -20.35800 15.65990
H 18.83388 -21.14189 14.48761
C 18.35798 -24.81807 11.95168
C 17.04014 -25.56282 12.34025
C 15.88857 -24.61153 12.31879
O 16.79489 -26.56418 11.63188
H 19.24640 -25.42275 11.97159
H 18.52344 -23.95935 12.60393
H 18.19224 -24.43139 10.91091
H 17.27485 -25.87886 13.34306
H 16.18728 -23.78648 12.90382
H 15.03670 -25.07391 12.83297
H 15.50991 -24.14790 11.41129
H 16.11669 -27.03029 12.15621
C 20.93112 -22.21779 11.71684
C 21.36020 -21.32080 12.85443
C 21.52354 -19.84621 12.35544
O 20.51375 -21.39682 13.75252
H 21.49325 -22.02908 10.79477
H 19.86611 -22.13755 11.57144
H 21.11311 -23.30723 11.93503
H 22.28936 -21.68793 13.15347
H 20.69961 -19.51402 11.80476
H 22.33978 -19.89050 11.67928
H 21.66101 -19.05763 13.04828
H 20.49404 -22.36433 13.96211
C 17.92782 -28.24049 14.86759
C 19.15976 -27.39559 15.15264
C 20.12255 -27.41804 13.92658
O 18.88248 -26.18165 15.48166
H 17.19682 -27.72626 14.27024
H 17.35157 -28.57191 15.72833
H 18.16956 -29.17148 14.35640
H 19.71140 -27.87983 15.94977
H 20.54399 -28.41892 13.67791
H 20.91453 -26.66590 14.00683
H 19.61152 -27.20523 12.95750
H 18.18640 -26.09354 16.14333
C 13.31304 -22.94924 18.08551
C 12.17776 -22.99155 19.11586
C 12.11400 -24.27184 19.82488
O 12.25912 -22.05547 19.96148
H 14.25007 -23.23207 18.60311
H 13.57682 -21.95606 17.65738
H 13.20726 -23.70294 17.28489
H 11.20842 -22.92403 18.63278
H 13.11330 -24.68289 20.06653
H 11.57360 -24.93391 19.10799
H 11.51439 -24.21692 20.74075
H 11.47434 -21.47034 20.02961
C 17.35848 -19.04304 12.14095
C 18.02478 -20.32107 11.71580
C 17.07577 -21.44984 11.49209
O 18.64714 -20.16743 10.66155
H 17.89872 -18.57229 12.95116
H 16.39158 -19.28230 12.61228
H 17.32486 -18.26549 11.40086
H 18.68992 -20.51190 12.48316
H 16.31730 -21.20145 10.78300
H 16.61918 -21.73198 12.42305
H 17.61437 -22.28604 11.25953
H 18.85053 -21.01658 10.28762
C 14.68125 -19.53128 16.47604
C 14.82181 -19.38011 17.96949
C 15.87643 -20.13908 18.69216
O 14.92150 -18.18970 18.32714
H 15.58184 -19.44918 15.86896
H 14.07423 -18.76089 16.00158
H 14.18706 -20.46876 16.17377
H 13.87449 -19.59438 18.48735
H 16.90721 -19.90271 18.42757
H 15.71065 -21.21726 18.68903
H 15.85914 -19.86967 19.73758
H 14.03053 -17.88727 18.49678
C 18.07013 -25.53977 19.50633
C 17.12485 -24.53816 20.13860
C 17.45891 -23.10338 19.80298
O 15.92337 -24.68542 19.89112
H 17.61110 -26.53410 19.69645
H 19.03591 -25.34046 20.02146
H 18.24047 -25.40862 18.44760
H 17.24036 -24.63870 21.24339
H 17.29661 -22.92885 18.71771
H 18.54089 -22.94227 19.89667
H 16.94870 -22.37315 20.47849
H 15.49768 -23.96323 20.31935
C 20.70244 -23.36987 17.89210
C 20.19699 -21.96296 17.76383
C 20.62310 -21.02196 18.90205
O 20.45818 -21.38452 16.66297
H 20.18529 -23.97035 17.15674
H 20.48165 -23.75836 18.86886
H 21.74373 -23.46910 17.76554
H 19.05678 -22.01127 17.77273
H 21.67883 -20.69059 19.01668
H 20.41671 -21.64030 19.77467
H 20.05720 -20.13674 18.91905
H 19.80009 -21.64698 16.05156
C 19.95621 -18.02365 15.00066
C 19.00992 -18.01061 16.17172
C 17.62420 -17.80099 15.59077
O 18.86550 -18.99812 16.91691
H 20.92504 -18.26528 15.37972
H 20.01384 -17.04391 14.49020
H 19.61926 -18.79250 14.27711
H 19.25251 -17.14667 16.76897
H 17.55706 -16.89572 14.99164
H 16.96315 -17.65624 16.48387
H 17.19558 -18.48659 14.89658
H 19.60280 -19.60605 16.79666
```

Results
E_HOMO: -9.37 eV
Gap between HOMO and LUMO: 9.89 eV
Total charge: 0
LUMO energy: 0.521 eV

Verdict on stability: B comes out at the bottom.